This record from the OMol25 dataset describes a structure of composition C12H11CrF6N7O4S4. The level of theory is ωB97M-V with the def2-TZVPD basis set.

The electronic energy comes out at -4384.56894 Eh. Its multiplicity is 5. As for the energy above the lowest of the compared OMol25 structures with the same formula, charge and spin: 42.0 kcal per mole. The value obtained for the HOMO-LUMO gap (alpha / beta) is 5.331 / 6.075 eV. The calculation puts the maximum force at 0.014 hartree/bohr. The net charge is -2.

Geometry as XYZ:
```
45
Properties=species:S:1:pos:R:3:forces:R:3
Cr 0.2456 -0.9094 -0.5401 -0.23 0.54 0.40
S 1.7938 -2.6758 -1.1018 -0.16 -0.11 0.11
S -2.5054 -1.6836 0.1742 0.09 -0.45 -0.21
S 0.8113 2.3588 2.2027 0.09 -0.09 -0.32
S -2.1679 1.4675 -1.0318 -0.06 -0.12 0.13
F -1.8266 -3.4739 -1.6817 -0.07 -0.06 -0.06
F -0.8480 1.3498 -3.4054 0.05 -0.03 0.09
F -1.2134 -1.4608 -2.2237 -0.51 -0.38 0.05
F -0.2130 3.0243 -2.1840 -0.01 -0.06 -0.05
F -3.2889 -2.1464 -2.4934 -0.19 0.19 -0.08
F -2.1290 3.0711 -3.1737 -0.08 0.02 0.00
O -0.9235 0.7261 -0.4148 0.29 -0.25 -0.21
O -1.0090 -2.0718 0.4389 -0.51 0.20 0.02
O -3.3928 -2.7570 0.6486 0.12 -0.13 0.04
O -2.2986 2.6827 -0.2144 0.03 0.14 -0.09
N 1.5566 0.3702 -1.4837 0.46 0.18 -0.27
N -3.2745 0.6656 -1.4969 0.02 -0.09 -0.15
N 1.4622 -0.7191 1.1286 -0.03 0.38 0.20
N 2.7116 -1.3489 1.0891 -0.11 0.00 0.06
N -0.4921 1.2039 2.3579 -0.04 -0.30 0.19
N 4.2023 -2.7372 0.0590 -0.04 -0.10 0.02
N 1.8362 1.5249 -0.8809 -0.11 -0.08 0.14
C 3.1073 1.4688 -2.6599 0.04 0.06 0.01
C 2.3283 0.3148 -2.5651 -0.10 0.03 0.00
C 2.7559 2.2123 -1.5445 0.16 0.14 -0.14
C 0.8597 -0.8480 2.3019 0.63 -0.37 -0.04
C 2.9289 -2.1555 0.1197 -0.04 -0.02 -0.13
C -2.7854 1.0069 2.9544 -0.06 -0.31 0.11
C -1.7595 1.6811 2.3530 0.29 0.17 0.18
C -1.2891 2.2566 -2.4988 0.14 0.00 0.02
C -1.2584 -0.7453 3.4984 0.26 -0.06 -0.19
C -2.2711 -2.2046 -1.6646 0.51 0.16 0.05
C -0.2655 -0.1066 2.7216 -0.56 0.42 0.07
C -2.5037 -0.1989 3.6222 -0.18 0.29 -0.06
H 1.3755 1.7722 0.0090 -0.10 0.01 0.07
H -1.8779 2.6318 1.8572 0.02 -0.02 0.07
H -3.7860 1.4104 2.9042 0.02 0.02 0.00
H -1.0241 -1.7216 3.9046 -0.03 -0.01 -0.08
H 3.0859 3.1752 -1.1929 -0.02 -0.02 0.01
H -3.2776 -0.7123 4.1787 0.00 -0.03 -0.03
H 4.4422 -3.0399 -0.8705 0.03 0.06 -0.04
H 4.9064 -2.1616 0.4950 0.01 0.02 0.01
H 1.1674 -1.6758 2.9407 0.02 0.06 0.05
H 3.8142 1.7276 -3.4294 -0.01 0.00 0.02
H 2.2898 -0.5486 -3.2072 -0.02 0.00 0.03
```
Positions in Å, forces in eV/Å.


This record from the OMol25 dataset describes a structure of composition C12H11F2HgN in a non-equilibrium geometry. The level of theory is ωB97M-V with the def2-TZVPD basis set.

The electronic energy comes out at -871.64735 Eh. As for the energy above the lowest of the compared OMol25 structures with the same formula, charge and spin: 15.6 kcal per mole. The value obtained for the HOMO-LUMO gap is 8.639 eV. The calculation puts the maximum force at 0.067 hartree/bohr. The net charge is 0.

Geometry as XYZ:
```
27
Properties=species:S:1:pos:R:3:forces:R:3
Hg 1.3088 -1.6903 -0.0166 -0.20 1.91 -2.88
F -0.8318 3.4650 -0.6188 0.22 -0.62 0.00
F 3.4257 2.5950 -2.3526 -0.79 -0.67 0.57
N -1.0260 -0.5578 0.8178 -1.18 -0.27 0.42
C -3.2212 -0.4627 1.7863 -1.19 -0.90 0.68
C 0.1708 2.5397 -0.7913 0.49 1.04 -0.12
C -2.0630 -1.1346 1.4465 0.85 -0.16 -0.36
C -3.3633 0.8583 1.4218 1.56 1.05 -1.03
C -1.1253 0.7291 0.4525 -0.78 0.23 0.28
C 0.0716 1.2470 -0.2359 0.78 0.60 -0.85
C -2.3011 1.4844 0.7068 -0.25 -2.21 1.15
C 1.2754 3.0793 -1.4921 0.01 -3.04 1.05
C 1.7899 -3.6332 -0.8735 -0.42 1.63 -1.29
C 1.1829 0.3927 -0.4494 -0.53 0.44 0.24
C 2.3198 2.1418 -1.6666 -0.23 1.93 -0.51
C 2.2617 0.8523 -1.1794 1.32 -0.65 -0.49
H 2.7975 -3.4819 -1.3772 -1.42 -0.67 0.63
H 1.3009 4.0948 -1.8168 0.03 0.34 -0.21
H 0.9161 -3.7000 -1.5999 1.42 -0.54 0.76
H 3.0867 0.1319 -1.4022 -0.57 1.03 0.13
H 1.7436 -4.3101 -0.0426 0.22 -0.81 -0.23
H -4.2355 1.4524 1.6626 -0.07 -0.19 0.02
H -4.0361 -1.0082 2.3232 0.84 0.58 -0.52
H -2.3726 2.4951 0.4223 -0.08 0.83 -0.27
H -1.9232 -2.2048 1.6611 -0.20 0.54 0.06
H 1.5006 -2.8351 1.2697 0.26 -1.49 1.44
H 1.3474 -2.5400 1.9442 -0.10 0.08 1.36
```
Positions in Å, forces in eV/Å.


This record from the OMol25 dataset describes the ion C12H11N2O with charge +1 in a non-equilibrium geometry. The level of theory is ωB97M-V with the def2-TZVPD basis set.

The electronic energy comes out at -648.07067 Eh. As for the energy above the lowest of the compared OMol25 structures with the same formula, charge and spin: 153.8 kcal per mole. The value obtained for the HOMO-LUMO gap is 6.336 eV. The calculation puts the maximum force at 0.105 hartree/bohr. The net charge is +1.

Geometry as XYZ:
```
26
Properties=species:S:1:pos:R:3:forces:R:3
O -2.2477 -0.4875 0.0497 -0.49 -0.41 0.42
N -1.4771 -2.5785 -0.4339 2.50 -1.17 -4.62
N -4.1257 0.8338 0.0864 0.53 -0.87 0.15
C 0.3299 1.2346 -0.0025 0.91 -2.06 0.26
C -2.7512 0.7871 0.0393 0.56 1.80 -0.42
C 0.3923 -0.2670 -0.0647 -4.15 -0.22 -0.87
C -2.0075 1.9704 0.0575 -0.64 -0.28 -0.77
C 1.6913 -0.4572 0.3222 1.81 0.54 0.38
C 1.7826 0.9500 -0.0778 -0.23 -0.49 0.29
C 2.9264 1.4343 -0.6485 1.90 1.86 -1.09
C 4.0355 0.5739 -0.5121 -0.87 1.07 -0.29
C -1.4600 -1.0702 -0.9049 1.27 1.93 0.92
C 3.9762 -0.6508 0.1512 0.44 -0.49 0.62
C -0.5879 2.2087 -0.0326 0.67 0.04 -0.35
C 2.8273 -1.3210 0.4992 -1.73 0.73 0.82
H -2.1078 -2.9981 0.1943 -1.23 -0.21 1.40
H 4.9484 -0.8995 0.5193 0.42 -1.19 -0.18
H -2.5603 2.9110 -0.0667 -0.24 -0.72 0.24
H 2.7321 -2.2850 1.0870 0.45 1.31 -0.98
H -1.6399 -2.9805 -1.4321 -0.39 0.50 2.13
H -0.1859 3.2564 -0.2170 -0.90 -1.36 0.56
H -0.5231 -2.9814 -0.3248 -0.60 0.74 0.65
H -4.4681 1.6809 0.5357 -0.47 -0.77 -0.36
H 5.0406 0.8015 -0.8459 -0.18 0.67 -0.01
H 3.0121 2.5379 -1.0374 -0.12 -2.48 0.65
H -4.6914 -0.0320 -0.0513 0.78 1.53 0.44
```
Positions in Å, forces in eV/Å.


This record from the OMol25 dataset describes the molecule C12H11N3S in a non-equilibrium geometry. The level of theory is ωB97M-V with the def2-TZVPD basis set.

The electronic energy comes out at -1026.22713 Eh. The structure (SMILES) is Nc1cccc2c1Sc1ccccc1N2N. As for the energy above the lowest of the compared OMol25 structures with the same formula, charge and spin: 89.4 kcal per mole. The value obtained for the HOMO-LUMO gap is 8.738 eV. The calculation puts the maximum force at 0.061 hartree/bohr. The net charge is 0.

Geometry as XYZ:
```
27
Properties=species:S:1:pos:R:3:forces:R:3
S 0.6392 1.6881 0.8364 -0.32 -1.16 -0.07
N -1.0344 1.3794 -2.0530 0.01 0.86 -0.71
N 3.6624 0.6130 0.9292 -0.57 -0.42 -0.69
N -0.8768 0.1889 -1.3155 0.15 -0.43 1.50
C 2.8313 0.0019 -0.0561 -1.72 -1.19 -1.35
C -3.5139 -0.4942 1.3897 1.64 0.87 -0.62
C -1.6416 0.9116 2.4595 -1.19 -1.36 -1.95
C 1.4273 0.3988 -0.2123 -0.45 -1.20 -1.23
C 3.3139 -1.0849 -0.9469 -2.08 0.53 -0.11
C 0.9950 -1.2858 -2.0772 1.81 1.19 2.05
C 2.4080 -1.7150 -1.9182 -1.00 1.43 0.95
C -1.5701 0.2103 -0.0308 -1.10 -0.24 2.09
C -2.9302 0.1936 2.5578 0.67 -0.25 -1.99
C -0.9897 0.8968 1.1546 -1.10 -1.12 -0.53
C 0.5113 -0.2249 -1.2037 2.45 -0.80 -0.23
C -2.8508 -0.4893 0.0715 1.45 1.47 2.34
H -3.2599 -0.9816 -0.8410 0.33 0.39 1.03
H 0.2996 -1.7336 -2.8204 0.75 0.36 0.72
H -0.6352 2.1957 -1.5770 -0.31 -0.30 0.06
H -1.1663 1.4114 3.3432 -0.58 -0.59 -1.05
H -3.4943 0.1170 3.5201 0.76 0.23 -0.94
H 4.0700 -0.0570 1.5791 -0.11 0.29 -0.28
H 3.1916 1.3736 1.4197 0.16 -0.49 -0.09
H 2.7484 -2.5545 -2.5802 -0.12 1.02 0.86
H -4.4781 -1.0617 1.4491 1.04 0.75 0.27
H -2.0282 1.5364 -2.2458 0.58 -0.21 0.18
H 4.3713 -1.4342 -0.8316 -1.16 0.37 -0.21
```
Positions in Å, forces in eV/Å.


Q: What is the formula in the fourth record?
A: C12H11N3S


Please write out number 2 again, unchanged.
This record from the OMol25 dataset describes a structure of composition C12H11F2HgN in a non-equilibrium geometry. The level of theory is ωB97M-V with the def2-TZVPD basis set.

The electronic energy comes out at -871.64735 Eh. As for the energy above the lowest of the compared OMol25 structures with the same formula, charge and spin: 15.6 kcal per mole. The value obtained for the HOMO-LUMO gap is 8.639 eV. The calculation puts the maximum force at 0.067 hartree/bohr. The net charge is 0.

Geometry as XYZ:
```
27
Properties=species:S:1:pos:R:3:forces:R:3
Hg 1.3088 -1.6903 -0.0166 -0.20 1.91 -2.88
F -0.8318 3.4650 -0.6188 0.22 -0.62 0.00
F 3.4257 2.5950 -2.3526 -0.79 -0.67 0.57
N -1.0260 -0.5578 0.8178 -1.18 -0.27 0.42
C -3.2212 -0.4627 1.7863 -1.19 -0.90 0.68
C 0.1708 2.5397 -0.7913 0.49 1.04 -0.12
C -2.0630 -1.1346 1.4465 0.85 -0.16 -0.36
C -3.3633 0.8583 1.4218 1.56 1.05 -1.03
C -1.1253 0.7291 0.4525 -0.78 0.23 0.28
C 0.0716 1.2470 -0.2359 0.78 0.60 -0.85
C -2.3011 1.4844 0.7068 -0.25 -2.21 1.15
C 1.2754 3.0793 -1.4921 0.01 -3.04 1.05
C 1.7899 -3.6332 -0.8735 -0.42 1.63 -1.29
C 1.1829 0.3927 -0.4494 -0.53 0.44 0.24
C 2.3198 2.1418 -1.6666 -0.23 1.93 -0.51
C 2.2617 0.8523 -1.1794 1.32 -0.65 -0.49
H 2.7975 -3.4819 -1.3772 -1.42 -0.67 0.63
H 1.3009 4.0948 -1.8168 0.03 0.34 -0.21
H 0.9161 -3.7000 -1.5999 1.42 -0.54 0.76
H 3.0867 0.1319 -1.4022 -0.57 1.03 0.13
H 1.7436 -4.3101 -0.0426 0.22 -0.81 -0.23
H -4.2355 1.4524 1.6626 -0.07 -0.19 0.02
H -4.0361 -1.0082 2.3232 0.84 0.58 -0.52
H -2.3726 2.4951 0.4223 -0.08 0.83 -0.27
H -1.9232 -2.2048 1.6611 -0.20 0.54 0.06
H 1.5006 -2.8351 1.2697 0.26 -1.49 1.44
H 1.3474 -2.5400 1.9442 -0.10 0.08 1.36
```
Positions in Å, forces in eV/Å.